Entry one
# C4H15NO2

3 unconnected molecules or ions with the total composition C4H15NO2 (ωB97M-V/def2-TZVPD, the OMol25 dataset).

Calculated values
Charge ... 0
2S+1 ... 1
SMILES ... CCCNC.O.O

Each line ends with the Mulliken charge.
Cartesian coordinates (Å):
1 H -2.4084 2.5933 1.3297  0.31
2 C -0.0764 2.0274 -1.1003  -1.03
3 H -0.0245 2.6935 -0.2501  0.33
4 O 2.4311 -1.4838 -2.7346  -0.63
5 H -0.7480 2.4057 -1.8781  0.32
6 C -0.2727 -0.6501 1.4235  -0.31
7 C 0.3902 0.0145 0.2085  -0.40
8 C 0.0312 -2.1255 1.6307  -1.27
9 H 1.0469 0.8164 0.5394  0.36
10 H -2.7013 1.3742 0.5116  0.32
11 H 3.2021 -1.3406 -2.1715  0.31
12 H 0.0503 -2.6636 0.6835  0.35
13 H -1.3414 -0.4544 1.4034  0.25
14 H -0.7918 0.1170 -1.4877  0.22
15 H -0.6812 -2.6698 2.2418  0.37
16 H 0.0374 -0.0578 2.2892  0.27
17 H 0.8554 1.8839 -1.6522  0.38
18 H 2.7014 -2.2870 -3.1972  0.31
19 H 1.0078 -0.6923 -0.3479  0.17
20 H 0.9890 -2.1950 2.1308  0.30
21 N -0.5575 0.6992 -0.6916  -0.27
22 O -3.1398 1.9949 1.1188  -0.66

=====

Entry two
# C4H15NO2

3 unconnected molecules or ions with the total composition C4H15NO2 (ωB97M-V/def2-TZVPD, the OMol25 dataset).

Calculated values
Charge ... 0
2S+1 ... 1
SMILES ... CCNCC.O.O

Each line ends with the Mulliken charge.
Cartesian coordinates (Å):
1 H -1.7349 -2.4552 0.5848  0.37
2 N 0.1811 -0.6993 1.1849  -0.39
3 C 1.5820 -0.5393 1.5569  -0.32
4 H -1.8765 5.3916 -0.1041  0.33
5 H -0.1443 -0.3732 -3.7209  0.34
6 H 2.3339 -1.4080 1.3231  0.20
7 O -0.9841 5.0009 -0.3556  -0.65
8 H -0.7354 -1.6994 -4.6064  0.32
9 H 2.3539 -1.4507 3.4361  0.30
10 H -0.3111 0.1040 1.0933  0.27
11 O -0.9206 -0.8179 -4.2756  -0.66
12 H 0.0791 -0.6862 -0.8553  0.31
13 H -2.0828 -1.0954 -0.5387  0.28
14 H 2.2047 0.5129 3.5299  0.25
15 H 0.8173 -2.0413 -0.2101  0.43
16 H 0.9039 -0.4734 3.5634  0.33
17 H -1.3183 -2.6436 -1.1440  0.29
18 C -1.4010 -1.9273 -0.2898  -1.14
19 H -0.3259 5.6571 -0.3616  0.31
20 H 1.7402 0.3851 0.9407  0.41
21 C 1.8666 -0.5224 3.1057  -1.05
22 C -0.0366 -1.3932 -0.0684  -0.54

=====

Here is how they stack up, most stable first: entry one, entry two.

=====

Entry one
# C2H2S3

C2H2S3 in the gas phase (ωB97M-V/def2-TZVPD, the OMol25 dataset).

Calculated values
Charge ... 0
2S+1 ... 1
SMILES ... C1=CSSS1

Each line ends with the Mulliken charge.
Cartesian coordinates (Å):
1 H -0.0631 1.2566 -0.5269  0.37
2 C 0.7138 0.7155 -0.2226  -0.20
3 C 0.7481 -0.6413 -0.2162  -0.15
4 S 2.1192 1.6461 -0.0683  -0.11
5 S 2.2009 -1.5999 -0.0539  -0.05
6 H -0.2419 -1.2317 -0.4648  0.22
7 S 3.5046 -0.0775 0.1163  -0.08

=====

Entry two
# C2H2S3

2 unconnected molecules or ions with the total composition C2H2S3 (ωB97M-V/def2-TZVPD, the OMol25 dataset).

Calculated values
Charge ... 0
2S+1 ... 1

Each line ends with the Mulliken charge.
Cartesian coordinates (Å):
1 H -0.9480 1.3989 0.0889  0.35
2 C 0.4000 -0.3262 -0.3462  -0.54
3 H 0.8604 -1.2510 -0.6862  0.42
4 C -0.1945 0.6524 -0.0536  -0.21
5 S -0.8600 -3.1432 0.7861  0.20
6 S -1.1707 -2.9781 2.6538  -0.12
7 S -2.3924 -2.9177 -0.3559  -0.10

=====

Here is how they stack up, most stable first: entry one, entry two.

=====

Entry one
# C5H13N2OP

2 unconnected molecules or ions with the total composition C5H13N2OP (ωB97M-V/def2-TZVPD, the OMol25 dataset).

Calculated values
Charge ... 0
2S+1 ... 1

Each line ends with the Mulliken charge.
Cartesian coordinates (Å):
1 H -2.0055 -1.3186 0.8358  0.41
2 N -2.1918 1.4911 -1.2663  0.76
3 P -1.3545 0.0040 -1.2395  -0.11
4 C 2.2548 -1.5773 0.1936  -0.44
5 H 4.5820 -2.2767 0.2659  0.29
6 C -3.0960 0.5961 0.7417  -0.53
7 H -3.5522 2.5426 -0.1983  0.38
8 H 5.1730 -0.7708 1.2149  0.18
9 H 5.1099 -0.6005 -0.5403  0.20
10 C 4.5901 -1.1348 0.3500  -0.53
11 H -1.6250 1.9100 -3.1668  0.24
12 H -3.3800 0.7579 1.7806  0.34
13 C -1.8630 -0.2653 0.5253  -0.66
14 H 1.4933 -1.6991 0.9786  0.16
15 N -2.2526 2.2458 -2.3538  -1.01
16 H -1.0181 0.1130 1.2284  0.23
17 H 2.6825 -2.5499 -0.0983  0.31
18 H 1.8851 -1.1554 -0.7537  0.16
19 H -1.9965 2.5008 0.6146  0.22
20 C -2.7174 1.8835 -0.0346  -0.54
21 H -4.0188 0.0745 0.1954  0.26
22 O 3.3006 -0.7711 0.7269  -0.35

=====

Entry two
# C5H13N2OP

C5H13N2OP in the gas phase (ωB97M-V/def2-TZVPD, the OMol25 dataset).

Calculated values
Charge ... 0
2S+1 ... 1
SMILES ... C/N=C/CN(C)[P@H](C)=O

Each line ends with the Mulliken charge.
Cartesian coordinates (Å):
1 C 0.4040 -2.5385 -0.6980  -0.95
2 H -0.8551 1.4437 1.1613  0.39
3 C 0.8274 1.6166 3.1481  -0.71
4 H -1.6990 -0.3270 -2.7554  0.34
5 N 1.1157 1.2592 1.7957  -0.34
6 H -0.2337 1.8402 3.3265  0.31
7 C -0.8522 0.3002 -2.4783  -1.04
8 O -2.2761 -1.8862 -0.9074  -0.68
9 H -1.0996 1.3412 -2.6967  0.37
10 N -0.6339 0.1392 -1.0548  0.09
11 H 1.3462 -2.1382 -0.3344  0.35
12 C 0.4704 0.8931 -0.4942  -0.56
13 H 0.4716 -2.7495 -1.7651  0.27
14 H 1.4428 0.3938 -0.5871  0.19
15 P -0.9922 -1.3763 -0.4315  0.51
16 H 1.1410 0.7953 3.7919  0.25
17 H 0.1726 -3.4639 -0.1771  0.36
18 H 0.5311 1.8416 -1.0416  0.40
19 H 0.0182 0.0136 -3.0784  0.34
20 H 1.4302 2.4877 3.4040  0.26
21 C 0.2008 1.2182 0.9402  -0.20
22 H -0.9302 -1.1042 0.9321  0.02

=====

Here is how they stack up, most stable first: entry two, entry one.

=====

Entry one
# C2H9NS

2 unconnected molecules or ions with the total composition C2H9NS (ωB97M-V/def2-TZVPD, the OMol25 dataset).

Calculated values
Charge ... 0
2S+1 ... 1
SMILES ... CNC.S

Each line ends with the Mulliken charge.
Cartesian coordinates (Å):
1 C 0.9712 1.8963 0.4967  -0.81
2 H 1.7944 1.3106 0.9330  0.28
3 H 0.2361 2.6066 -1.8547  0.30
4 H -0.7816 -3.3074 1.5267  0.17
5 H -1.3163 1.9553 -1.2998  0.28
6 H 1.4588 2.7350 -0.0214  0.34
7 C -0.3127 1.6813 -1.5907  -0.91
8 H -1.2540 -1.4664 1.4433  0.14
9 H 0.2232 2.0503 1.2723  0.25
10 H -0.2330 1.1711 -2.5771  0.33
11 N 0.4617 1.0147 -0.5769  -0.16
12 S -0.4286 -2.2237 0.7439  -0.32
13 H 0.1233 0.0762 -0.4471  0.11

=====

Entry two
# C2H9NS

2 unconnected molecules or ions with the total composition C2H9NS (ωB97M-V/def2-TZVPD, the OMol25 dataset).

Calculated values
Charge ... 0
2S+1 ... 1
SMILES ... CNC.S

Each line ends with the Mulliken charge.
Cartesian coordinates (Å):
1 C 1.1394 -0.1041 0.7925  -0.93
2 H 2.1214 0.3526 0.6581  0.34
3 H 0.9794 -0.1679 1.8750  0.34
4 H 1.1096 -1.1264 0.4215  0.28
5 S -1.9913 -2.4453 0.2903  -0.33
6 N 0.0778 0.6587 0.1891  -0.21
7 H 0.9748 1.9846 -1.2379  0.31
8 H -0.3178 1.3805 0.7681  0.22
9 C 0.3325 1.0934 -1.1578  -0.92
10 H -2.2678 -1.7229 1.3806  0.15
11 H -2.4539 -1.5041 -0.5388  0.15
12 H -0.5695 1.2840 -1.7471  0.28
13 H 0.8653 0.3171 -1.6936  0.32

=====

Here is how they stack up, most stable first: entry two, entry one.